[1]
{
  "formula": "C26H50Br2NO7",
  "method": "ωB97M-V with the def2-TZVPD basis set",
  "symbols": ["C", "C", "C", "Br", "C", "C", "C", "O", "O", "N", "Br", "C", "C", "C", "O", "C", "H", "H", "H", "H", "H", "H", "H", "H", "H", "H", "H", "H", "H", "H", "H", "H", "H", "H", "C", "C", "C", "O", "C", "H", "H", "H", "H", "H", "H", "H", "H", "C", "C", "C", "O", "C", "H", "H", "H", "H", "H", "H", "H", "H", "C", "C", "C", "O", "C", "H", "H", "H", "H", "H", "H", "H", "H", "C", "C", "C", "O", "C", "H", "H", "H", "H", "H", "H", "H", "H"],
  "positions_angstrom": [[-0.403, -7.237, 0.304], [-1.550, -6.692, -0.539], [-1.087, -5.525, -1.439], [-1.225, -6.125, -3.308], [-1.814, -4.216, -1.113], [-1.616, -3.952, 0.390], [-3.383, -4.365, -1.249], [-4.039, -3.460, -0.668], [-3.831, -5.365, -1.862], [-1.391, -3.033, -1.909], [-2.397, -2.771, -3.482], [0.019, -2.977, -2.283], [1.013, -2.842, -1.131], [0.725, -1.619, -0.253], [1.436, -1.712, 0.978], [0.628, -1.882, 2.119], [-0.733, -8.123, 0.838], [0.012, -6.500, 0.987], [0.385, -7.575, -0.367], [-1.854, -7.505, -1.183], [-2.422, -6.436, 0.046], [-0.024, -5.422, -1.259], [-0.577, -4.102, 0.672], [-1.866, -2.910, 0.537], [-2.312, -4.521, 0.986], [0.345, -3.792, -2.936], [0.145, -2.072, -2.874], [1.127, -3.731, -0.517], [1.987, -2.661, -1.580], [1.109, -0.759, -0.792], [-0.342, -1.477, -0.118], [1.179, -1.507, 2.975], [0.441, -2.938, 2.322], [-0.317, -1.352, 2.049], [0.483, 3.713, -2.196], [-0.943, 3.170, -2.179], [-0.706, 1.676, -2.013], [0.505, 1.541, -1.256], [1.169, 2.802, -1.186], [0.555, 4.768, -1.933], [0.922, 3.580, -3.182], [-1.482, 3.561, -1.314], [-1.515, 3.412, -3.074], [-0.562, 1.184, -2.980], [-1.519, 1.173, -1.489], [1.061, 3.188, -0.164], [2.232, 2.664, -1.393], [3.166, -4.264, 6.077], [2.303, -3.698, 7.200], [2.006, -2.296, 6.684], [1.987, -2.384, 5.260], [2.515, -3.648, 4.847], [3.187, -5.352, 6.044], [4.193, -3.906, 6.179], [1.377, -4.271, 7.284], [2.791, -3.696, 8.174], [2.793, -1.590, 6.975], [1.048, -1.910, 7.035], [1.686, -4.264, 4.485], [3.215, -3.495, 4.026], [-4.407, 4.511, 2.327], [-3.601, 5.725, 1.881], [-2.892, 5.187, 0.647], [-3.760, 4.208, 0.069], [-4.809, 3.901, 0.993], [-5.263, 4.756, 2.955], [-3.767, 3.819, 2.878], [-4.273, 6.541, 1.604], [-2.911, 6.097, 2.638], [-1.951, 4.693, 0.915], [-2.678, 5.964, -0.089], [-5.737, 4.346, 0.618], [-4.939, 2.820, 1.042], [3.495, 6.927, -5.378], [3.975, 6.775, -3.939], [2.734, 6.219, -3.256], [2.037, 5.450, -4.239], [2.593, 5.710, -5.531], [4.300, 6.951, -6.111], [2.911, 7.844, -5.482], [4.788, 6.046, -3.892], [4.325, 7.703, -3.490], [2.072, 7.024, -2.916], [2.970, 5.582, -2.402], [3.164, 4.829, -5.843], [1.785, 5.869, -6.246]],
  "e_lumo_ev": 2.08,
  "energy_ev": -183678.769,
  "relative_energy_kcal_mol": 4.65,
  "total_charge": -1,
  "spin_multiplicity": 1
}


[2]
{
  "formula": "C26H50Cl2O5SSi2TeTi",
  "method": "ωB97M-V with the def2-TZVPD basis set",
  "symbols": ["Ti", "C", "C", "O", "C", "C", "O", "C", "C", "O", "C", "C", "O", "H", "H", "H", "H", "H", "H", "H", "H", "H", "H", "H", "H", "H", "H", "H", "H", "Cl", "C", "C", "C", "C", "C", "Cl", "C", "S", "H", "H", "H", "C", "C", "C", "C", "O", "H", "H", "H", "H", "H", "H", "H", "H", "H", "C", "Si", "C", "C", "C", "Te", "C", "Si", "C", "C", "C", "H", "H", "H", "H", "H", "H", "H", "H", "H", "H", "H", "H", "H", "H", "H", "H", "H", "H", "H", "H", "H", "H"],
  "positions_angstrom": [[0.289, 0.003, -0.631], [-2.676, 0.694, 0.920], [-2.974, -0.231, -0.238], [-1.851, -1.038, -0.586], [-1.790, -2.344, -0.026], [-1.431, -2.285, 1.452], [-0.516, -1.213, 1.581], [0.109, -1.143, 2.850], [0.899, 0.176, 2.959], [0.945, 0.885, 1.724], [0.458, 2.219, 1.788], [-1.053, 2.194, 1.749], [-1.433, 1.340, 0.669], [-2.613, 0.159, 1.873], [-3.479, 1.438, 0.997], [-3.199, 0.357, -1.131], [-3.839, -0.859, -0.008], [-1.006, -2.849, -0.594], [-2.735, -2.871, -0.187], [-0.979, -3.234, 1.766], [-2.306, -2.101, 2.089], [0.771, -2.006, 2.977], [-0.658, -1.190, 3.633], [1.927, -0.032, 3.263], [0.447, 0.811, 3.724], [0.877, 2.726, 0.919], [0.817, 2.724, 2.689], [-1.466, 3.197, 1.595], [-1.465, 1.792, 2.682], [2.152, -1.480, 0.427], [3.649, -0.574, 0.209], [4.798, -1.187, 0.674], [6.001, -0.510, 0.556], [6.020, 0.751, -0.016], [4.849, 1.327, -0.476], [4.947, 2.902, -1.187], [3.605, 0.683, -0.389], [2.174, 1.438, -1.064], [4.747, -2.171, 1.115], [6.915, -0.962, 0.912], [6.946, 1.300, -0.116], [1.511, -0.518, -4.175], [1.052, -1.607, -3.215], [-0.064, -2.448, -3.818], [2.227, -2.470, -2.776], [0.499, -0.971, -2.056], [2.064, -0.964, -5.003], [2.158, 0.194, -3.664], [0.662, 0.023, -4.598], [0.262, -2.886, -4.762], [-0.941, -1.828, -4.008], [-0.350, -3.259, -3.147], [2.611, -3.023, -3.634], [1.920, -3.189, -2.017], [3.034, -1.855, -2.376], [0.209, 5.154, -0.912], [-1.367, 5.139, -1.922], [-2.607, 6.347, -1.214], [-1.011, 5.540, -3.710], [-2.136, 3.414, -1.825], [-0.843, 1.887, -2.584], [-2.079, 1.309, -4.237], [-3.750, 0.437, -4.086], [-3.494, -1.341, -3.553], [-4.489, 0.467, -5.804], [-4.931, 1.330, -2.933], [0.749, 6.091, -1.045], [0.889, 4.352, -1.208], [-0.003, 5.056, 0.154], [-2.226, 7.367, -1.251], [-2.843, 6.122, -0.173], [-3.540, 6.325, -1.778], [-0.576, 6.536, -3.801], [-1.923, 5.526, -4.307], [-0.305, 4.832, -4.147], [-3.040, 3.361, -2.427], [-2.406, 3.144, -0.804], [-1.433, 0.688, -4.863], [-2.193, 2.250, -4.779], [-3.064, -1.914, -4.376], [-4.447, -1.805, -3.298], [-2.821, -1.441, -2.701], [-3.828, -0.003, -6.533], [-4.679, 1.487, -6.136], [-5.438, -0.069, -5.826], [-4.580, 1.446, -1.907], [-5.872, 0.779, -2.898], [-5.158, 2.326, -3.316]],
  "e_lumo_ev": [-2.06, -2.06],
  "energy_ev": -120052.663,
  "relative_energy_kcal_mol": 19.36,
  "total_charge": 1,
  "spin_multiplicity": 2
}


[3]
{
  "formula": "C26H50F3NNbO5S",
  "method": "ωB97M-V with the def2-TZVPD basis set",
  "symbols": ["C", "C", "C", "C", "C", "Nb", "C", "C", "C", "C", "C", "C", "C", "C", "C", "C", "C", "O", "C", "C", "C", "C", "C", "O", "O", "N", "C", "S", "H", "H", "H", "H", "H", "H", "H", "H", "H", "H", "H", "H", "H", "H", "H", "H", "H", "H", "H", "H", "H", "H", "H", "H", "H", "H", "H", "H", "H", "H", "H", "H", "H", "H", "H", "H", "H", "H", "H", "H", "H", "H", "H", "H", "H", "C", "C", "O", "C", "O", "C", "F", "F", "F", "H", "H", "H", "H", "H"],
  "positions_angstrom": [[-3.795, 5.290, -2.659], [-3.072, 5.092, -4.152], [-2.141, 3.713, -3.981], [-0.788, 4.186, -3.188], [0.272, 2.993, -2.828], [-0.604, 1.154, -1.820], [-1.570, -0.783, -1.022], [-1.817, -1.923, -2.179], [-3.228, -2.697, -1.775], [-3.126, -3.530, -0.345], [-4.380, -3.099, 0.616], [-3.965, -2.528, 2.095], [-2.616, -1.597, 2.132], [-2.412, -1.154, 3.732], [-1.534, 0.231, 3.766], [-2.544, 1.495, 4.105], [-3.777, 1.644, 3.000], [-4.271, 3.035, 3.132], [-5.139, 3.390, 1.970], [0.907, 1.245, -0.091], [1.569, -0.233, 0.284], [3.120, -0.095, 0.891], [3.706, -1.574, 1.342], [4.935, -1.942, 0.942], [2.810, -2.446, 2.167], [-2.110, 2.248, -0.749], [-1.597, 3.286, -0.012], [-0.669, 4.545, 0.689], [-4.802, 5.882, -2.724], [-4.051, 4.245, -2.148], [-3.041, 5.820, -1.900], [-2.426, 6.035, -4.443], [-3.946, 4.867, -4.903], [-1.823, 3.322, -5.050], [-2.821, 2.954, -3.407], [-1.067, 4.867, -2.248], [-0.215, 4.929, -3.927], [0.757, 2.632, -3.850], [1.153, 3.459, -2.186], [-1.798, 1.036, -3.220], [0.599, 0.146, -2.768], [-2.654, -0.459, -0.646], [-0.997, -1.256, -0.116], [-1.907, -1.452, -3.271], [-0.957, -2.729, -2.151], [-4.042, -1.831, -1.693], [-3.591, -3.430, -2.642], [-3.298, -4.674, -0.642], [-2.070, -3.489, 0.156], [-5.132, -2.327, 0.129], [-5.029, -4.082, 0.808], [-3.957, -3.404, 2.905], [-4.863, -1.820, 2.438], [-1.625, -2.208, 1.869], [-2.687, -0.594, 1.533], [-1.804, -2.026, 4.259], [-3.489, -1.057, 4.227], [-0.995, 0.473, 2.753], [-0.747, 0.134, 4.636], [-2.939, 1.389, 5.206], [-1.891, 2.475, 4.005], [-3.418, 1.427, 1.906], [-4.607, 0.829, 3.248], [-5.979, 4.127, 2.332], [-5.559, 2.386, 1.540], [-4.520, 3.940, 1.132], [1.817, 1.895, -0.507], [0.471, 1.660, 0.912], [1.483, -1.020, -0.577], [0.925, -0.627, 1.207], [3.021, 0.631, 1.830], [3.740, 0.433, 0.050], [2.120, -2.892, 1.559], [7.596, -2.505, 0.910], [8.223, -3.878, 1.038], [8.775, -4.300, -0.219], [10.017, -3.805, -0.529], [10.646, -3.037, 0.194], [10.502, -4.367, -1.863], [9.540, -4.344, -2.830], [10.899, -5.668, -1.754], [11.567, -3.687, -2.373], [6.856, -2.491, 0.102], [7.103, -2.214, 1.844], [8.345, -1.747, 0.666], [7.453, -4.609, 1.307], [8.982, -3.905, 1.827]],
  "e_lumo_ev": 1.78,
  "energy_ev": -60024.044,
  "total_charge": -1,
  "spin_multiplicity": 1
}